7 unconnected molecules or ions with the total composition C22H60N2O12 at a distorted geometry, computed with ωB97M-V with the def2-TZVPD basis set.

XYZ file:
```
96
Properties=species:S:1:pos:R:3:forces:R:3:lowdin_charge:R:1
C -0.1476 3.6703 -7.4106 -0.05 2.10 1.59 -0.127
O 0.4026 2.7777 -6.5031 0.25 -0.71 0.65 -0.179
C 0.5924 3.2752 -5.2017 -0.54 0.62 0.81 -0.252
C 0.8333 2.1024 -4.2690 -0.19 -0.69 0.20 -0.188
N 0.7532 2.4307 -2.8075 -0.07 -0.37 -1.52 -0.042
C 1.8689 3.2371 -2.3644 0.97 0.24 -0.71 -0.185
C 1.6216 3.5122 -0.8983 -5.87 -4.77 -4.07 -0.415
O 2.3884 4.2710 -0.3077 6.40 6.54 5.64 -0.109
C 2.0931 4.3652 1.1016 0.08 0.37 -0.09 -0.045
H -1.1340 4.0745 -7.0554 0.44 -0.62 -0.48 0.102
H -0.1692 3.1853 -8.3384 -0.45 -0.62 -1.33 0.068
H 0.4890 4.5720 -7.5045 -0.03 -0.21 -0.10 0.091
H -0.2745 3.8376 -4.8234 -0.36 -0.22 -0.25 0.126
H 1.3831 4.0179 -5.1481 0.59 0.06 -0.33 0.110
H 1.7626 1.6124 -4.6188 0.08 0.14 0.55 0.127
H 0.0501 1.3828 -4.5446 0.05 0.09 0.41 0.107
H 0.8153 1.5904 -2.2153 -0.49 0.26 -0.76 0.067
H 2.0315 4.1360 -2.9938 -0.54 -0.15 0.55 0.125
H 2.7928 2.6613 -2.5237 0.31 0.10 0.33 0.125
H 1.6348 2.5590 -0.4082 -0.33 -1.12 0.16 0.089
H 0.5886 3.8900 -0.8228 -0.59 -0.29 -0.21 0.138
H 2.6785 5.1869 1.5116 0.39 -0.25 -0.12 0.085
H 2.3179 3.4078 1.6479 -0.28 0.74 -0.64 0.096
H 1.0400 4.6837 1.2917 0.43 -0.65 -0.44 0.098
C -4.6064 -1.5077 4.2220 0.83 0.20 -0.54 -0.088
O -4.2000 -2.7911 3.7446 -1.30 1.69 1.70 -0.165
C -3.7909 -2.7973 2.4258 1.59 -1.13 -0.11 -0.234
C -2.2481 -2.8340 2.3214 -0.06 -0.66 0.26 -0.188
N -1.8005 -3.1261 0.9588 -0.85 0.96 0.72 -0.038
C -0.3747 -3.0830 0.7678 1.12 0.29 1.35 -0.214
C -0.2136 -3.6942 -0.5624 -8.31 1.53 0.62 -0.394
O 0.8679 -3.6583 -1.1741 8.20 0.37 -4.19 -0.165
C 1.8990 -4.3138 -0.5138 1.45 -0.35 0.69 -0.062
H -5.3782 -0.9756 3.6575 -0.39 -0.68 -0.27 0.090
H -3.7761 -0.8332 4.1910 0.86 0.51 -0.07 0.053
H -4.8785 -1.5472 5.2490 -0.49 -0.52 0.79 0.075
H -4.2648 -2.0808 1.7694 -0.17 0.54 0.00 0.111
H -4.1326 -3.7589 2.1744 -0.31 -1.31 -1.44 0.109
H -1.8606 -3.6222 3.0079 -0.48 0.20 -0.48 0.131
H -1.8334 -1.9244 2.7186 0.25 0.89 0.15 0.083
H -2.0941 -2.3292 0.3783 -0.30 -0.76 0.06 0.078
H 0.2150 -3.7032 1.4792 -0.68 0.52 0.18 0.130
H 0.0290 -2.0329 0.8085 -0.08 -0.73 0.02 0.124
H -0.9408 -3.1433 -1.2261 0.23 -0.36 0.53 0.145
H -0.6340 -4.6624 -0.5531 -0.63 -1.72 0.50 0.127
H 2.7269 -4.5525 -1.1884 -0.26 0.23 -0.12 0.105
H 1.5579 -5.2492 -0.0766 -0.22 -0.26 0.04 0.102
H 2.2946 -3.6965 0.3074 -0.02 -0.08 -0.10 0.103
O 2.3859 -2.0975 -3.0174 0.46 -0.29 0.15 -0.061
C 1.3630 -1.9905 -3.9907 1.93 -1.67 -0.14 -0.239
C 0.2249 -1.3171 -3.4356 -0.61 2.46 0.29 -0.318
O -0.7154 -1.2435 -4.4529 -1.64 1.12 -0.42 -0.025
H 2.0266 -2.6408 -2.3031 -0.05 0.09 -0.12 0.037
H 1.8294 -1.4593 -4.8315 -0.55 -0.04 0.12 0.142
H 1.0057 -2.9631 -4.3133 0.33 -0.49 -0.42 0.130
H 0.6036 -0.3774 -3.0577 0.02 1.20 -0.48 0.095
H -0.2269 -1.6391 -2.5420 -0.35 -1.80 1.16 0.087
H -1.4359 -0.6579 -4.1458 0.43 -0.54 -0.42 0.108
O -2.8176 2.2376 1.2540 -0.43 -0.53 0.04 -0.069
C -2.6122 1.4159 0.0901 0.54 1.08 -0.10 -0.181
C -2.2910 0.0111 0.4391 0.77 -1.20 0.33 -0.235
O -1.8924 -0.6572 -0.7436 -1.61 -0.37 -0.42 -0.062
H -3.2162 3.0501 0.9556 -0.25 0.51 0.05 0.117
H -3.4408 1.4100 -0.5695 -1.40 -0.03 -0.31 0.124
H -1.8667 1.9220 -0.5068 0.89 -0.27 -0.17 0.126
H -3.1685 -0.4721 0.8815 0.06 -0.03 -0.25 0.124
H -1.4592 -0.1795 1.1215 -0.28 0.79 0.40 0.100
H -1.0845 -0.2127 -0.9717 1.26 0.27 -0.33 0.042
O -1.9687 0.6257 3.3292 -1.51 0.26 0.36 -0.069
C -0.9028 1.4060 3.7767 -0.35 -0.13 2.99 -0.256
C 0.1084 1.3175 2.7616 3.02 0.28 -1.35 -0.272
O -0.1523 2.1433 1.6382 0.67 0.16 -0.29 -0.081
H -2.4931 1.2404 2.7900 -0.30 -0.49 0.09 0.062
H -1.1985 2.4475 4.0238 0.10 -0.33 -0.39 0.144
H -0.5228 1.0085 4.7732 -0.41 0.15 -1.20 0.140
H 0.2470 0.2672 2.4140 -0.22 0.54 0.50 0.106
H 1.0871 1.6805 3.1279 -0.23 -0.26 0.01 0.128
H -1.0956 2.2567 1.5082 -0.46 0.10 0.11 0.036
C 2.3904 -0.2586 0.7996 1.02 -1.11 1.84 -0.056
C 1.7446 -0.2246 -0.4979 -0.64 -0.94 0.01 -0.322
O 0.6040 0.5619 -0.4853 -1.69 0.13 -0.73 -0.111
H 1.8362 -0.7395 1.6018 -0.48 -0.11 -0.11 0.054
H 2.5287 0.7555 1.0862 0.70 0.98 0.59 0.071
H 3.3328 -0.8217 0.7961 0.05 0.46 -0.25 0.105
H 1.4098 -1.1942 -0.7875 0.05 -0.84 -0.47 0.087
H 2.4345 0.1404 -1.1980 1.00 0.48 -1.41 0.110
H 0.5681 1.1898 0.2378 -0.09 0.46 0.61 0.037
C 2.8340 -1.6964 5.0984 2.67 -0.13 1.73 -0.090
C 1.5571 -1.2582 4.5854 0.18 3.40 -0.81 -0.407
O 1.0593 -2.1365 3.6632 -1.21 -1.27 -0.88 -0.048
H 2.5889 -2.4255 5.8430 0.44 -0.88 0.56 0.069
H 3.4660 -0.9248 5.6221 -0.89 -0.43 -0.51 0.102
H 3.4932 -2.1524 4.3562 -0.32 0.04 -0.15 0.087
H 1.6823 -0.2639 4.1196 -0.03 -0.24 -0.23 0.095
H 0.8484 -1.0514 5.3576 -0.54 -0.08 0.86 0.114
H 0.3257 -2.5548 4.1183 -0.25 -0.45 -0.54 0.092
```
Forces are in eV/Å.

Calculated values
ΔE to the lowest compared entry with this formula, charge and spin   0.00 kJ/mol
Total energy   -51329.1417 eV
Frontier orbital gap   8.8 eV
Spin multiplicity   1


A molecular structure, C21H30AuBF5NO3P, computed with ωB97M-V with the def2-TZVPD basis set.

XYZ file:
```
63
Properties=species:S:1:pos:R:3:forces:R:3:lowdin_spin:R:1
Au 0.9975 -0.5555 -0.2174 -0.01 -0.08 -0.02 0.500
C 0.1826 0.8704 -3.0287 -0.11 0.23 -0.15 0.072
C -0.5009 2.0278 -2.2967 0.03 -0.08 0.04 0.007
C 0.5225 2.8526 -1.5170 0.04 0.03 0.01 0.008
C -1.7266 1.4823 -1.5788 -0.07 0.04 -0.09 0.021
C -2.9313 1.5524 -2.2734 0.03 0.02 0.02 0.001
C -4.0785 0.9603 -1.7818 0.00 -0.01 0.03 0.007
C -4.0220 0.2497 -0.5967 -0.03 0.02 -0.03 0.001
C -2.8474 0.1359 0.1413 0.04 0.03 0.05 0.014
C -2.8820 -0.8058 1.3352 -0.03 -0.05 -0.01 0.001
C -2.3501 -2.1673 0.8763 0.02 0.02 0.01 0.002
C -2.2274 -0.3586 2.6412 0.00 -0.01 -0.01 0.004
C -1.7127 0.7988 -0.3548 -0.06 -0.02 0.05 0.038
N -0.4839 0.8248 0.3969 0.01 0.01 -0.07 0.408
C -0.3195 1.7937 1.2966 -0.03 -0.01 0.04 0.067
C -1.3731 2.6858 1.6710 0.02 0.02 0.01 0.120
C -1.1793 3.6353 2.6352 0.00 0.01 0.00 0.000
C 0.0648 3.7648 3.2683 -0.01 -0.01 -0.01 0.193
C 1.1334 2.9497 2.9042 0.01 0.00 0.00 -0.013
C 0.9402 2.0054 1.9364 -0.01 0.01 0.01 0.139
F 1.9903 1.2817 1.5259 -0.02 0.01 0.02 0.046
H 1.0330 1.2156 -3.6176 0.03 -0.03 0.03 0.001
H -0.5086 0.3386 -3.6822 0.01 -0.05 0.04 0.003
H 0.5592 0.1277 -2.2938 0.08 -0.08 0.02 0.039
H -0.9012 2.6925 -3.0658 0.02 -0.02 -0.04 0.004
H 1.1825 2.2365 -0.8995 -0.01 0.01 -0.04 0.005
H 0.0510 3.5952 -0.8720 -0.01 -0.01 -0.01 0.002
H 1.1610 3.3836 -2.2242 -0.01 0.02 0.00 0.000
H -2.9598 2.0839 -3.2167 0.00 0.00 0.00 0.000
H -5.0096 1.0382 -2.3263 0.00 0.00 -0.01 0.000
H -4.9128 -0.2406 -0.2243 0.00 -0.01 0.00 0.000
H -3.9444 -0.9369 1.5557 0.00 0.01 0.00 0.000
H -1.3048 -2.0932 0.5668 -0.02 -0.01 0.00 0.002
H -2.9279 -2.5454 0.0318 0.00 -0.01 0.00 0.000
H -2.3857 -2.8940 1.6867 0.00 0.00 0.00 0.000
H -1.1407 -0.3855 2.6009 0.03 0.00 -0.01 0.001
H -2.5171 -1.0532 3.4291 -0.01 0.00 0.00 0.000
H -2.5562 0.6389 2.9377 0.00 -0.02 0.02 0.002
H -2.3337 2.5739 1.1893 0.01 0.01 0.00 0.004
H -1.9934 4.2880 2.9168 0.00 0.00 0.00 -0.003
H 0.2044 4.5131 4.0359 0.01 0.00 0.00 0.010
H 2.1106 3.0547 3.3541 0.01 0.00 0.00 -0.003
C 4.2477 -2.2228 1.0117 0.03 -0.01 0.05 0.001
O 3.3630 -2.8127 0.0185 -0.04 0.00 -0.06 0.015
P 2.6152 -1.9733 -1.0470 0.08 -0.04 -0.03 0.065
O 3.7655 -1.1904 -1.7733 0.00 0.07 0.02 0.030
C 3.5789 -0.2164 -2.8168 -0.01 -0.04 -0.01 0.003
O 2.0634 -2.9583 -2.1212 -0.01 0.03 0.09 0.027
C 1.0404 -3.9640 -1.8675 -0.03 -0.04 -0.03 0.002
H 4.4615 -3.0147 1.7183 0.00 0.00 -0.02 0.000
H 3.7398 -1.4123 1.5309 0.00 0.01 -0.01 0.001
H 5.1498 -1.8789 0.5128 -0.01 0.01 -0.01 0.000
H 4.5745 0.0553 -3.1509 -0.01 0.00 -0.01 0.000
H 3.0697 0.6619 -2.4224 0.01 0.01 0.01 0.002
H 3.0144 -0.6503 -3.6403 0.00 0.00 0.00 0.000
H 0.9660 -4.5317 -2.7880 0.00 0.00 0.00 0.000
H 0.0943 -3.4779 -1.6383 0.01 0.01 0.00 0.001
H 1.3430 -4.5938 -1.0371 0.02 0.00 -0.03 0.000
F 0.6635 -3.3273 0.9166 0.00 -0.02 -0.05 0.005
B 0.9503 -2.7878 2.1710 0.01 0.10 0.02 0.006
F 2.1477 -3.2026 2.6684 -0.01 -0.03 0.04 0.002
F -0.0927 -2.8456 3.0364 -0.03 0.00 0.02 0.004
F 1.1417 -1.2723 1.8526 0.04 -0.06 0.10 0.132
```
Forces are in eV/Å.

Calculated values
Total charge   +1
ΔE to the lowest compared entry with this formula, charge and spin   0.00 kJ/mol
Total energy   -57141.0488 eV
Frontier orbital gap (alpha / beta)   9.6 / 5.6 eV
Spin multiplicity   3
Expectation value of S²   2.042


3 unconnected molecules or ions with the total composition C3H5N3 at a distorted geometry, computed with ωB97M-V with the def2-TZVPD basis set.

XYZ file:
```
11
Properties=species:S:1:pos:R:3:forces:R:3:lowdin_charge:R:1
C 0.2937 -0.3368 -0.2407 -1.55 -0.21 0.20 -0.514
C -1.1096 -0.4115 0.1556 0.04 -0.82 -1.50 -0.137
C 0.6120 0.9501 0.0850 0.80 1.17 0.14 -0.093
H 0.0636 -2.1473 -1.5782 3.79 2.31 2.75 0.234
H 1.9203 -1.8523 0.3245 -2.67 0.98 -3.90 0.223
H -1.7902 -1.2576 -0.0838 0.59 0.74 0.45 0.101
H -0.4943 2.4143 1.0959 -0.37 -1.33 -1.03 0.175
H 1.4616 1.6452 -0.0181 -0.25 -1.04 0.01 0.129
N 1.1299 -1.2645 -0.9064 -1.12 -3.46 1.35 -0.034
N -1.5773 0.7593 0.5833 -0.19 -1.91 0.35 0.014
N -0.5096 1.5011 0.5829 0.93 3.56 1.18 -0.097
```
Forces are in eV/Å.

Calculated values
ΔE to the lowest compared entry with this formula, charge and spin   581.20 kJ/mol
Total energy   -7656.4318 eV
Frontier orbital gap   8.2 eV
Spin multiplicity   1


Q: The highest ΔE to the lowest compared entry with this formula, charge and spin belongs to which entry?
A: C3H5N3


Q: total energy of number 1 (C22H60N2O12)?
A: -51329.1417 eV


Q: Which value of ΔE to the lowest compared entry with this formula, charge and spin does entry 1 give?
A: 0.00 kJ/mol